The following is a DFT calculation (the ωB97M-V functional and the def2-TZVPD basis) of a structure of composition C24H20N4V at a distorted geometry.

The geometry in XYZ format:
```
49
C24H20N4V (the ωB97M-V functional and the def2-TZVPD basis)
V 0.03 0.13 -0.07
C -2.43 0.03 -5.02
C -3.53 -0.05 -4.16
C -3.35 -0.05 -2.79
C -2.05 0.02 -2.31
C -0.95 0.10 -3.15
C -1.14 0.11 -4.52
N -1.74 0.02 -0.90
N -2.64 -0.10 -0.01
C -2.19 -0.08 1.34
C -3.14 -0.20 2.32
C -2.73 -0.21 3.65
C -1.38 -0.12 3.99
C -0.40 0.01 3.02
C -0.80 0.03 1.69
H -2.59 0.03 -6.09
H -4.53 -0.10 -4.57
H -4.18 -0.11 -2.11
H 0.05 0.15 -2.76
H -0.30 0.17 -5.19
H -4.18 -0.28 2.04
H -3.47 -0.31 4.44
H -1.09 -0.14 5.04
H 0.64 0.07 3.30
C 1.18 2.93 -0.29
N 1.33 1.40 -0.24
C 2.56 0.76 -0.39
C 2.56 -0.60 -0.39
C 3.50 -1.61 -0.58
C 2.84 -2.83 -0.48
C 1.49 -2.59 -0.23
N 1.26 -1.24 -0.18
C 1.95 3.61 0.81
C 3.15 4.27 0.50
C 3.84 4.91 1.49
C 3.34 4.90 2.83
C 2.14 4.23 3.15
C 1.45 3.60 2.15
H 0.13 3.16 -0.21
H 1.51 3.27 -1.27
H 3.47 1.33 -0.51
H 4.56 -1.46 -0.77
H 3.29 -3.82 -0.58
H 0.70 -3.31 -0.10
H 3.51 4.32 -0.53
H 4.75 5.46 1.26
H 3.89 5.41 3.62
H 1.75 4.25 4.16
H 0.51 3.10 2.37
```

## Properties
- total charge = +3
- E_HOMO (spin up / spin down) (eV) = -17.063 / -17.062
- E_LUMO (spin up / spin down) (eV) = -13.04 / -13.04
- multiplicity = 1

These are the Mulliken partial charges, in e, on atoms 1 to 2: 0.09 -0.50

---

The following is a DFT calculation (the ωB97M-V functional and the def2-TZVPD basis) of a structure of composition C24H20N5O3Pt at a distorted geometry.

The geometry in XYZ format:
```
53
C24H20N5O3Pt (the ωB97M-V functional and the def2-TZVPD basis)
Pt 0.21 0.40 0.20
O 6.78 -0.51 1.07
C 6.30 -0.50 -0.06
O 6.67 -0.40 -1.22
C 4.65 -0.63 0.01
C 3.92 -0.59 -1.16
C 2.54 -0.49 -1.07
N 1.95 -0.44 0.14
C 2.65 -0.47 1.28
C 4.03 -0.61 1.25
C 1.82 -0.20 2.46
C 2.18 -0.55 3.76
C 1.35 -0.23 4.81
C 0.17 0.45 4.54
C -0.15 0.75 3.24
N 0.64 0.42 2.21
C 1.58 -0.34 -2.17
C 1.85 -0.69 -3.49
C 0.87 -0.58 -4.45
C -0.40 -0.14 -4.06
C -0.61 0.19 -2.74
N 0.35 0.13 -1.82
H 4.43 -0.57 -2.12
H 4.63 -0.62 2.15
H 3.10 -1.10 3.92
H 1.61 -0.50 5.82
H -0.50 0.74 5.34
H -1.06 1.29 3.00
H 2.83 -1.08 -3.74
H 1.06 -0.84 -5.48
H -1.20 -0.05 -4.78
H -1.58 0.53 -2.41
C -3.39 -3.10 -1.34
C -2.72 -2.19 -0.34
O -1.59 -2.37 0.07
N -3.51 -1.16 0.09
C -3.12 -0.16 1.08
C -2.79 1.20 0.47
C -3.83 2.08 0.24
C -3.60 3.32 -0.33
C -2.30 3.65 -0.68
C -1.30 2.74 -0.44
N -1.52 1.53 0.12
H -2.68 -3.82 -1.72
H -3.80 -2.52 -2.16
H -4.21 -3.64 -0.85
H -4.45 -1.12 -0.25
H -2.27 -0.55 1.64
H -3.96 -0.03 1.76
H -4.84 1.79 0.51
H -4.41 4.02 -0.50
H -2.06 4.60 -1.12
H -0.28 2.97 -0.68
```

## Properties
- total charge = +1
- E_HOMO (eV) = -10.071
- ΔE to the lowest compared entry with this formula, charge and spin (eV) = 0.553
- E_LUMO (eV) = -4.14
- multiplicity = 1

These are the Mulliken partial charges, in e, on atoms 1 to 2: 0.85 -0.67

---

The following is a DFT calculation (the ωB97M-V functional and the def2-TZVPD basis) of a structure of composition C24H20NPS2W.

The geometry in XYZ format:
```
49
C24H20NPS2W (the ωB97M-V functional and the def2-TZVPD basis)
W -0.66 -0.11 -0.45
S -0.61 -2.39 -0.62
C 0.70 -2.76 -1.74
C 0.88 -4.06 -2.20
C 1.93 -4.32 -3.08
C 2.77 -3.30 -3.49
C 2.58 -1.99 -3.04
C 1.55 -1.74 -2.16
S 1.25 -0.06 -1.59
H 0.22 -4.85 -1.88
H 2.08 -5.33 -3.43
H 3.59 -3.51 -4.17
H 3.24 -1.20 -3.36
N -0.26 0.46 1.65
C -1.02 1.60 2.22
C -1.05 1.75 3.59
C -1.72 2.83 4.13
C -2.35 3.75 3.30
C -2.33 3.58 1.93
C -1.67 2.49 1.37
P -1.60 2.15 -0.39
C -1.92 3.58 -1.39
C -3.22 3.99 -1.67
C -3.43 5.13 -2.43
C -2.34 5.85 -2.91
C -1.04 5.44 -2.64
C -0.82 4.30 -1.88
C -2.81 0.86 -0.72
C -3.43 0.11 0.30
C -4.10 -1.07 -0.02
C -4.13 -1.56 -1.32
C -3.43 -0.90 -2.31
C -2.74 0.29 -2.02
H -0.38 -0.36 2.24
H 0.74 0.67 1.69
H -0.54 1.04 4.24
H -1.74 2.97 5.21
H -2.86 4.60 3.73
H -2.82 4.30 1.28
H -4.07 3.43 -1.30
H -4.43 5.46 -2.66
H -2.51 6.74 -3.50
H -0.20 6.01 -3.02
H 0.19 3.98 -1.68
H -3.45 0.49 1.31
H -4.61 -1.61 0.77
H -4.67 -2.47 -1.54
H -3.41 -1.28 -3.32
H -2.26 0.84 -2.82
```

## Properties
- total charge = +2
- E_HOMO (spin up / spin down) (eV) = -14.429 / -14.306
- E_LUMO (spin up / spin down) (eV) = -7.91 / -7.89
- multiplicity = 1

These are the Mulliken partial charges, in e, on atoms 1 to 2: 1.02 -0.24

---

The following is a DFT calculation (the ωB97M-V functional and the def2-TZVPD basis) of a structure of composition C24H21AuN5O4S3 at a distorted geometry.

The geometry in XYZ format:
```
58
C24H21AuN5O4S3 (the ωB97M-V functional and the def2-TZVPD basis)
Au -0.81 -3.31 0.22
S 1.68 -2.12 -0.81
C 0.91 -0.69 -1.10
N 1.49 0.49 -1.24
C 0.69 1.69 -1.51
C -0.59 1.60 -0.74
N -1.30 0.36 -1.13
C -2.79 0.47 -1.15
C -3.24 1.28 -2.34
C -3.26 0.68 -3.60
C -3.67 1.41 -4.70
C -4.07 2.73 -4.55
C -4.05 3.33 -3.30
C -3.63 2.60 -2.19
C -0.63 -0.72 -1.26
S -1.40 -2.24 -1.70
C 2.95 0.68 -1.17
C 3.30 1.63 -0.05
C 3.04 1.26 1.26
C 3.34 2.12 2.31
C 3.92 3.35 2.04
C 4.18 3.73 0.73
C 3.87 2.87 -0.31
H 0.51 1.79 -2.58
H 1.25 2.56 -1.17
H -1.24 2.44 -0.96
H -0.41 1.53 0.33
H -3.07 0.96 -0.21
H -3.20 -0.53 -1.16
H -2.97 -0.36 -3.72
H -3.70 0.94 -5.68
H -4.40 3.30 -5.41
H -4.37 4.36 -3.18
H -3.64 3.06 -1.21
H 3.29 1.07 -2.14
H 3.40 -0.29 -1.02
H 2.59 0.29 1.47
H 3.13 1.82 3.33
H 4.16 4.02 2.85
H 4.63 4.69 0.52
H 4.08 3.16 -1.34
O 0.49 -1.21 5.55
C 0.40 -2.53 5.56
O 0.48 -3.19 6.56
C 0.20 -3.22 4.24
C 0.22 -4.60 4.12
N -0.02 -4.90 2.84
N -0.18 -3.78 2.12
C -0.08 -2.76 2.96
C -0.26 -1.39 2.37
O 0.05 -0.39 2.99
O -0.76 -1.40 1.18
H 0.39 -0.84 4.65
H 0.39 -5.35 4.87
H -0.05 -5.80 2.39
S -1.47 -5.37 -0.53
C -0.29 -5.57 -1.74
N 0.50 -5.72 -2.57
```

## Properties
- total charge = +1
- E_HOMO (eV) = -11.819
- ΔE to the lowest compared entry with this formula, charge and spin (eV) = 0.195
- E_LUMO (eV) = -5.47
- multiplicity = 1

These are the Mulliken partial charges, in e, on atoms 1 to 2: 0.75 -0.25

---

The following is a DFT calculation (the ωB97M-V functional and the def2-TZVPD basis) of a structure of composition C24H21BF4FeN4O5S2.

The geometry in XYZ format:
```
62
C24H21BF4FeN4O5S2 (the ωB97M-V functional and the def2-TZVPD basis)
Fe 0.27 0.13 -0.42
C 1.42 2.04 3.45
O 0.32 1.60 4.23
C -0.85 1.15 3.66
C -1.84 0.82 4.56
C -3.10 0.39 4.14
C -3.35 0.31 2.79
C -2.37 0.62 1.85
C -2.72 0.59 0.44
N -1.86 0.77 -0.48
N -2.31 0.90 -1.78
C -1.26 1.12 -2.53
O -0.04 1.18 -2.14
C -1.51 1.35 -3.99
C -0.53 1.97 -4.76
C -0.74 2.21 -6.11
C -1.93 1.81 -6.71
C -2.90 1.17 -5.94
C -2.69 0.94 -4.59
C -1.05 1.03 2.24
O -0.13 1.32 1.40
H 2.17 2.33 4.18
H 1.14 2.91 2.84
H 1.81 1.27 2.79
H -1.60 0.91 5.61
H -3.86 0.13 4.88
H -4.33 -0.01 2.43
H -3.78 0.48 0.17
H 0.40 2.25 -4.28
H 0.02 2.70 -6.70
H -2.09 1.98 -7.76
H -3.82 0.83 -6.41
H -3.42 0.43 -3.99
O 2.90 -1.22 2.57
C 1.97 -1.00 1.78
O 1.99 -0.21 0.80
C 0.66 -1.73 1.98
C 0.34 -2.39 3.15
C -0.88 -3.03 3.23
C -1.72 -3.02 2.13
C -1.33 -2.33 0.99
N -0.17 -1.68 0.93
H 1.05 -2.38 3.97
H -1.18 -3.53 4.15
H -2.69 -3.51 2.15
H -1.95 -2.28 0.11
S 3.12 0.13 -2.46
C 4.23 0.13 -1.24
N 4.27 0.98 -0.22
C 5.12 0.66 0.92
C 5.65 -0.76 0.71
S 5.53 -1.06 -1.08
H 3.39 1.43 -0.02
H 4.50 0.67 1.83
H 5.93 1.39 1.01
H 5.03 -1.47 1.23
H 6.69 -0.86 1.03
F -1.22 -2.11 -3.89
B -1.19 -2.52 -2.57
F -0.49 -1.54 -1.78
F -0.55 -3.75 -2.44
F -2.50 -2.62 -2.06
```

## Properties
- total charge = -2
- E_HOMO (spin up / spin down) (eV) = -1.745 / -1.790
- ΔE to the lowest compared entry with this formula, charge and spin (eV) = 0.276
- E_LUMO (spin up / spin down) (eV) = 4.16 / 4.16
- <S²> = 6.010
- multiplicity = 5

These are the Mulliken partial charges, in e, on atoms 1 to 2: 1.70 -0.35

---

The following is a DFT calculation (the ωB97M-V functional and the def2-TZVPD basis) of a structure of composition C24H21BrN5NiO3S3.

The geometry in XYZ format:
```
58
C24H21BrN5NiO3S3 (the ωB97M-V functional and the def2-TZVPD basis)
Ni 0.45 0.78 0.07
O 0.74 -1.30 0.83
N 1.61 -2.14 0.34
C 2.80 -1.66 -0.07
C 3.77 -2.46 -0.60
C 3.51 -3.82 -0.72
C 2.30 -4.31 -0.29
C 1.31 -3.48 0.27
S -0.17 -4.10 0.87
H 2.89 -0.59 0.04
H 4.70 -2.01 -0.93
H 4.24 -4.50 -1.16
H 2.06 -5.36 -0.37
O 3.52 1.98 -2.39
C 3.30 2.30 -1.23
C 4.02 3.50 -0.57
C 3.69 3.33 0.90
C 2.60 2.26 0.87
O 1.95 1.94 1.87
N 2.45 1.71 -0.35
H 3.59 4.41 -1.00
H 5.08 3.48 -0.83
H 3.33 4.22 1.40
H 4.54 2.95 1.48
S -0.46 1.13 -2.10
C -2.26 1.18 -2.08
N -2.82 0.67 -3.35
C -4.24 0.94 -3.39
C -4.39 2.44 -3.07
S -2.88 2.92 -2.16
H -2.58 -0.32 -3.44
H -4.82 0.37 -2.66
H -4.63 0.71 -4.38
H -5.30 2.62 -2.49
H -4.43 3.04 -3.98
N -5.21 -2.53 2.96
C -4.70 -1.90 2.13
C -4.07 -1.13 1.10
C -3.04 -1.67 0.33
C -2.45 -0.90 -0.66
C -2.88 0.41 -0.91
C -3.90 0.93 -0.12
C -4.50 0.17 0.88
H -2.64 -2.66 0.52
H -1.60 -1.29 -1.20
H -4.22 1.96 -0.27
H -5.28 0.60 1.49
Br -2.22 4.29 3.58
C -1.82 2.49 3.11
C -2.04 1.47 4.01
C -1.73 0.18 3.62
C -1.21 -0.03 2.35
N -1.01 0.97 1.49
C -1.31 2.21 1.86
H -2.45 1.68 4.99
H -1.89 -0.66 4.28
H -0.92 -1.01 2.01
H -1.15 2.99 1.12
```

## Properties
- total charge = -2
- E_HOMO (spin up / spin down) (eV) = -1.199 / -0.588
- ΔE to the lowest compared entry with this formula, charge and spin (eV) = 0.159
- E_LUMO (spin up / spin down) (eV) = 3.94 / 3.94
- <S²> = 0.758
- multiplicity = 2

These are the Mulliken partial charges, in e, on atoms 1 to 2: 0.60 -0.37

---

The following is a DFT calculation (the ωB97M-V functional and the def2-TZVPD basis) of a structure of composition C24H21Cl3F3N6O2Ru at a distorted geometry.

The geometry in XYZ format:
```
60
C24H21Cl3F3N6O2Ru (the ωB97M-V functional and the def2-TZVPD basis)
Ru 0.23 0.68 -0.24
C 4.01 1.12 -2.56
C 2.99 1.48 -1.53
O 2.03 0.71 -1.34
N 3.17 2.63 -0.86
C 2.29 3.13 0.19
C 1.05 3.77 -0.40
C 0.88 5.14 -0.44
C -0.21 5.66 -1.12
C -1.07 4.79 -1.77
C -0.83 3.43 -1.67
N 0.19 2.91 -0.98
H 4.19 0.05 -2.52
H 4.94 1.66 -2.43
H 3.60 1.35 -3.55
H 3.96 3.20 -1.13
H 2.84 3.85 0.80
H 2.03 2.29 0.82
H 1.60 5.79 0.04
H -0.38 6.73 -1.17
H -1.90 5.15 -2.36
H -1.47 2.72 -2.19
C 1.80 -0.02 4.30
N 0.68 0.74 3.72
C -0.25 1.36 4.49
C -1.30 2.03 3.95
C -1.41 2.04 2.53
N -0.50 1.42 1.79
C 0.55 0.79 2.36
O 1.40 0.28 1.60
N -2.41 2.67 1.91
H 1.78 0.12 5.38
H 2.73 0.35 3.89
H 1.69 -1.07 4.05
H -0.10 1.30 5.56
H -2.02 2.54 4.58
H -3.15 3.10 2.43
H -2.50 2.60 0.91
Cl -5.42 0.97 -0.13
C -4.40 -0.12 -1.06
Cl -4.48 -1.76 -0.43
Cl -4.81 -0.06 -2.77
C -3.00 0.35 -0.91
N -1.93 0.73 -0.79
F 0.22 -8.40 -2.73
C -0.66 -8.03 -1.79
F -1.89 -8.35 -2.22
F -0.40 -8.72 -0.68
C -0.55 -6.54 -1.52
C -1.62 -5.69 -1.71
C -1.49 -4.29 -1.43
C -0.29 -3.75 -0.95
C 0.78 -4.63 -0.78
C 0.65 -6.03 -1.06
C -0.15 -2.38 -0.66
C 0.02 -1.18 -0.45
H -2.56 -6.08 -2.08
H -2.34 -3.63 -1.58
H 1.72 -4.24 -0.42
H 1.49 -6.69 -0.92
```

## Properties
- total charge = +2
- E_HOMO (spin up / spin down) (eV) = -12.310 / -12.304
- ΔE to the lowest compared entry with this formula, charge and spin (eV) = 3.636
- E_LUMO (spin up / spin down) (eV) = -5.47 / -9.57
- <S²> = 1.139
- multiplicity = 2

These are the Mulliken partial charges, in e, on atoms 1 to 2: 0.22 -1.32

---

The following is a DFT calculation (the ωB97M-V functional and the def2-TZVPD basis) of a structure of composition C24H21Cl3F3N6O2Ru at a distorted geometry.

The geometry in XYZ format:
```
60
C24H21Cl3F3N6O2Ru (the ωB97M-V functional and the def2-TZVPD basis)
Ru 0.21 -0.07 0.35
C -3.94 1.77 1.51
C -2.46 1.79 1.27
O -1.91 0.98 0.51
N -1.76 2.70 1.97
C -0.31 2.69 1.98
C 0.19 1.63 2.94
C 0.70 1.95 4.18
C 1.08 0.92 5.04
C 0.90 -0.39 4.65
C 0.37 -0.64 3.40
N 0.04 0.35 2.56
H -4.44 1.18 0.74
H -4.36 2.78 1.53
H -4.12 1.30 2.48
H -2.24 3.33 2.59
H 0.06 3.67 2.26
H 0.03 2.46 0.96
H 0.81 2.99 4.47
H 1.50 1.16 6.01
H 1.16 -1.21 5.30
H 0.20 -1.65 3.04
C 4.28 -2.69 1.86
N 4.05 -1.29 1.50
C 5.04 -0.36 1.51
C 4.81 0.93 1.16
C 3.50 1.28 0.74
N 2.53 0.37 0.78
C 2.77 -0.90 1.15
O 1.83 -1.71 1.16
N 3.21 2.51 0.31
H 5.33 -2.92 1.75
H 3.68 -3.32 1.21
H 3.97 -2.87 2.88
H 6.02 -0.71 1.81
H 5.61 1.66 1.17
H 3.92 3.21 0.19
H 2.30 2.69 -0.08
Cl 1.97 -2.30 -3.21
C 2.55 -0.62 -3.27
Cl 4.20 -0.53 -2.60
Cl 2.50 0.04 -4.90
C 1.68 0.13 -2.38
N 0.99 0.65 -1.63
F -4.41 -0.82 -6.80
C -5.18 -1.19 -5.76
F -6.11 -0.23 -5.59
F -5.81 -2.32 -6.11
C -4.33 -1.39 -4.53
C -4.48 -0.56 -3.42
C -3.60 -0.68 -2.37
C -2.56 -1.61 -2.42
C -2.45 -2.47 -3.52
C -3.34 -2.36 -4.57
C -1.59 -1.61 -1.39
C -0.75 -1.60 -0.49
H -5.27 0.17 -3.40
H -3.66 -0.02 -1.51
H -1.66 -3.21 -3.55
H -3.26 -3.01 -5.43
```

## Properties
- total charge = +2
- E_HOMO (spin up / spin down) (eV) = -13.480 / -13.568
- ΔE to the lowest compared entry with this formula, charge and spin (eV) = 2.948
- E_LUMO (spin up / spin down) (eV) = -7.05 / -7.54
- <S²> = 0.866
- multiplicity = 2

These are the Mulliken partial charges, in e, on atoms 1 to 2: 0.91 -1.36

---

Copy entry 7 word for word.
The following is a DFT calculation (the ωB97M-V functional and the def2-TZVPD basis) of a structure of composition C24H21Cl3F3N6O2Ru at a distorted geometry.

The geometry in XYZ format:
```
60
C24H21Cl3F3N6O2Ru (the ωB97M-V functional and the def2-TZVPD basis)
Ru 0.23 0.68 -0.24
C 4.01 1.12 -2.56
C 2.99 1.48 -1.53
O 2.03 0.71 -1.34
N 3.17 2.63 -0.86
C 2.29 3.13 0.19
C 1.05 3.77 -0.40
C 0.88 5.14 -0.44
C -0.21 5.66 -1.12
C -1.07 4.79 -1.77
C -0.83 3.43 -1.67
N 0.19 2.91 -0.98
H 4.19 0.05 -2.52
H 4.94 1.66 -2.43
H 3.60 1.35 -3.55
H 3.96 3.20 -1.13
H 2.84 3.85 0.80
H 2.03 2.29 0.82
H 1.60 5.79 0.04
H -0.38 6.73 -1.17
H -1.90 5.15 -2.36
H -1.47 2.72 -2.19
C 1.80 -0.02 4.30
N 0.68 0.74 3.72
C -0.25 1.36 4.49
C -1.30 2.03 3.95
C -1.41 2.04 2.53
N -0.50 1.42 1.79
C 0.55 0.79 2.36
O 1.40 0.28 1.60
N -2.41 2.67 1.91
H 1.78 0.12 5.38
H 2.73 0.35 3.89
H 1.69 -1.07 4.05
H -0.10 1.30 5.56
H -2.02 2.54 4.58
H -3.15 3.10 2.43
H -2.50 2.60 0.91
Cl -5.42 0.97 -0.13
C -4.40 -0.12 -1.06
Cl -4.48 -1.76 -0.43
Cl -4.81 -0.06 -2.77
C -3.00 0.35 -0.91
N -1.93 0.73 -0.79
F 0.22 -8.40 -2.73
C -0.66 -8.03 -1.79
F -1.89 -8.35 -2.22
F -0.40 -8.72 -0.68
C -0.55 -6.54 -1.52
C -1.62 -5.69 -1.71
C -1.49 -4.29 -1.43
C -0.29 -3.75 -0.95
C 0.78 -4.63 -0.78
C 0.65 -6.03 -1.06
C -0.15 -2.38 -0.66
C 0.02 -1.18 -0.45
H -2.56 -6.08 -2.08
H -2.34 -3.63 -1.58
H 1.72 -4.24 -0.42
H 1.49 -6.69 -0.92
```

## Properties
- total charge = +2
- E_HOMO (spin up / spin down) (eV) = -12.310 / -12.304
- ΔE to the lowest compared entry with this formula, charge and spin (eV) = 3.636
- E_LUMO (spin up / spin down) (eV) = -5.47 / -9.57
- <S²> = 1.139
- multiplicity = 2

These are the Mulliken partial charges, in e, on atoms 1 to 2: 0.22 -1.32